17
Properties=species:S:1:pos:R:3 method="wB97M-V/def2-TZVPD" e_lumo_ev="-5.44 / -7.99" total_charge=+1 spin_multiplicity=2 total_energy_ha=-346.60725 relative_energy_kcal_mol=33.1 orbital_gap_ev="9.246 / 6.697"
C -2.00 -0.78 1.43
C -0.93 0.07 0.96
C 0.25 -0.20 0.31
O 0.43 -1.50 -0.33
C 1.29 0.77 -0.03
C 1.27 2.09 0.38
H -1.82 -1.27 2.40
H -2.18 -1.60 0.77
H -2.99 -0.19 1.67
H -1.22 1.17 0.95
H 0.75 -2.04 0.42
H 1.93 0.57 -0.89
H 0.58 2.39 1.10
H 2.07 2.67 0.00
H 0.48 -0.99 -2.43
H 0.89 -0.58 -3.83
O 1.20 -0.59 -2.89

=====

18
Properties=species:S:1:pos:R:3 method="wB97M-V/def2-TZVPD" e_lumo_ev=0.45 total_energy_ha=-530.49208 relative_energy_kcal_mol=53.5 orbital_gap_ev=9.914
O 2.40 -1.29 1.02
C 1.87 -0.25 0.69
C 1.05 0.61 1.65
C 0.11 1.38 0.99
N 0.05 1.63 -0.33
C 1.06 1.29 -1.21
O 1.42 1.93 -2.30
N 1.83 0.20 -0.73
H 0.83 0.40 2.79
H -0.80 1.58 1.67
H -0.42 2.50 -0.69
H 2.48 -0.20 -1.33
C -1.95 -1.32 -0.56
O -1.51 -1.78 0.62
H -2.62 -0.39 -0.64
H -1.19 -1.42 -1.36
H -2.76 -2.05 -1.00
H -1.83 -2.83 0.73

=====

92
Properties=species:S:1:pos:R:3 method="wB97M-V/def2-TZVPD" e_lumo_ev=-7.33 total_charge=+1 total_energy_ha=-12928.28497 orbital_gap_ev=1.072
C 6.66 -1.01 2.24
C 5.64 -0.47 2.97
N 4.27 -0.84 3.08
B 3.44 0.00 2.08
O 3.81 0.14 0.79
O 2.32 0.60 2.56
S 3.95 -2.44 2.86
O 3.61 -2.58 1.49
O 4.89 -3.28 3.50
F 2.63 -2.56 3.66
H 7.10 -1.96 2.53
H 7.10 -0.51 1.38
H 5.88 0.42 3.57
H 4.16 -0.67 0.39
H 2.43 1.50 2.88
Al 5.33 2.52 3.35
C -0.63 2.95 3.33
C -1.33 3.57 2.11
C -0.72 3.32 0.72
F 0.50 3.86 0.61
F -1.53 3.92 -0.19
F -1.50 4.89 2.31
F -2.56 2.99 2.04
O 0.23 3.75 4.13
C 1.55 3.88 3.85
C 1.98 5.31 3.53
F 1.32 5.76 2.46
F 3.30 5.30 3.27
F 1.94 3.03 2.88
F 2.23 3.50 4.99
H -1.45 2.70 4.00
H -0.16 2.00 3.08
H -0.67 2.25 0.50
H 1.79 5.98 4.37
N 3.18 7.42 0.75
O 2.68 6.96 -0.28
O 2.56 8.24 1.44
O 4.31 7.04 1.11
O -5.19 -2.06 -1.98
P -4.32 -1.08 -1.29
O -3.30 -0.45 -2.34
C -3.61 -0.24 -3.73
C -3.97 1.21 -4.00
O -3.36 -2.01 -0.37
C -3.62 -3.40 -0.18
C -2.79 -4.24 -1.12
O -4.18 0.06 -0.16
C -4.75 1.37 -0.37
C -6.24 1.32 -0.66
H -4.42 -0.89 -4.06
H -2.72 -0.51 -4.28
H -4.90 1.48 -3.50
H -4.10 1.36 -5.07
H -3.19 1.88 -3.64
H -4.68 -3.62 -0.29
H -3.34 -3.62 0.86
H -2.96 -3.95 -2.15
H -3.04 -5.30 -1.01
H -1.73 -4.11 -0.91
H -4.20 1.89 -1.16
H -4.57 1.93 0.55
H -6.44 0.76 -1.58
H -6.64 2.33 -0.79
H -6.78 0.83 0.15
O -4.21 -0.36 2.60
H -4.05 -0.29 1.64
O 4.99 0.59 6.45
H 4.59 -0.02 5.82
H 4.83 0.19 7.31
O -3.48 -3.28 -6.46
S -2.40 -2.32 -6.67
O -1.67 -2.63 -7.90
O -1.48 -2.38 -5.53
O -2.97 -0.97 -6.78
C 0.84 -2.12 -3.29
C 1.83 -2.35 -2.15
C 1.21 -2.14 -0.77
C 0.76 -0.77 -0.57
N 0.41 0.30 -0.32
H 0.47 -1.09 -3.30
H 1.32 -2.31 -4.25
H -0.02 -2.79 -3.20
H 2.68 -1.67 -2.27
H 2.22 -3.36 -2.21
H 1.94 -2.31 0.03
H 0.38 -2.84 -0.63
C 3.49 -6.55 -3.62
Br 1.86 -5.82 -4.33
Br 4.99 -6.16 -4.75
Br 3.80 -5.97 -1.81
H 3.38 -7.62 -3.59
Ca -5.89 -1.14 3.33

=====

17
Properties=species:S:1:pos:R:3 method="wB97M-V/def2-TZVPD" e_lumo_ev=0.73 total_energy_ha=-397.22421 relative_energy_kcal_mol=79.3 orbital_gap_ev=9.800
H -0.64 -0.26 -0.96
N -1.52 -0.46 -1.45
C -2.56 -0.12 -0.82
C -2.69 0.51 0.49
C -1.67 0.78 1.30
H -3.50 -0.33 -1.33
H -3.70 0.76 0.79
H -0.65 0.54 1.02
H -1.81 1.24 2.26
N 3.27 -1.08 -0.02
C 1.94 -0.89 0.14
N 1.29 0.18 -0.07
O 2.06 1.25 -0.58
H 3.66 -2.00 -0.05
H 3.77 -0.34 -0.50
H 1.36 -1.72 0.53
H 1.40 1.94 -0.74

=====

18
Properties=species:S:1:pos:R:3 method="wB97M-V/def2-TZVPD" e_lumo_ev=4.09 total_charge=-1 total_energy_ha=-612.54785 relative_energy_kcal_mol=14.5 orbital_gap_ev=6.413
C 2.61 -1.63 -1.77
C 1.16 -1.32 -2.17
S 0.29 -0.27 -0.96
H 2.66 -2.12 -0.80
H 3.12 -0.67 -1.67
H 3.13 -2.22 -2.53
H 0.60 -2.24 -2.34
H 1.20 -0.78 -3.12
C -1.57 1.90 0.89
N -1.67 1.46 2.28
C -1.04 0.17 2.48
H -0.52 1.94 0.59
H -2.09 1.23 0.20
H -1.99 2.91 0.80
H -2.64 1.46 2.57
H -1.44 -0.62 1.84
H -1.13 -0.13 3.53
H 0.02 0.25 2.25

=====

26
Properties=species:S:1:pos:R:3 method="wB97M-V/def2-TZVPD" e_lumo_ev=-5.29 total_charge=+1 total_energy_ha=-1277.36377 orbital_gap_ev=8.699
C 3.69 -0.84 -0.01
C 2.40 -0.74 -0.77
O 2.28 -1.09 -1.89
O 1.26 -0.25 -0.11
C 1.40 0.96 0.52
O 1.79 1.05 1.64
C 1.00 2.19 -0.27
O -0.24 2.06 -0.98
C -1.33 1.96 -0.20
O -1.93 2.88 0.25
C -1.81 0.55 0.01
C -2.53 0.20 1.15
C -2.92 -1.10 1.30
N -2.61 -2.02 0.36
C -1.94 -1.70 -0.76
Cl -1.60 -2.91 -1.88
C -1.52 -0.40 -0.95
H 3.53 -0.76 1.06
H 4.10 -1.81 -0.23
H 4.35 -0.06 -0.36
H 0.96 3.04 0.41
H 1.76 2.40 -1.01
H -2.77 0.95 1.89
H -3.46 -1.44 2.17
H -2.91 -2.98 0.48
H -0.95 -0.13 -1.82

=====

76
Properties=species:S:1:pos:R:3 method="wB97M-V/def2-TZVPD" e_lumo_ev=0.27 total_energy_ha=-1658.80580 relative_energy_kcal_mol=0.0 orbital_gap_ev=8.358
C -1.56 -0.88 -4.98
C -0.60 -0.70 -3.77
B 0.77 -1.40 -3.99
O 1.79 -0.74 -4.64
C 1.12 -2.93 -3.53
O 1.33 -3.00 -2.10
C 0.29 -3.31 -1.25
O -0.68 -2.61 -1.15
C 0.52 -4.54 -0.41
C 0.90 -4.13 1.02
O 1.19 -5.32 1.75
C 2.09 -3.16 1.07
N 3.27 -3.71 0.38
P -0.01 -4.17 -4.23
O -1.46 -4.00 -4.03
H -2.04 0.08 -5.19
H -1.05 -1.23 -5.89
H -2.35 -1.59 -4.72
H -1.08 -1.00 -2.84
H -0.39 0.37 -3.69
H 2.62 -0.66 -4.14
H 2.10 -3.19 -3.97
H -0.43 -5.08 -0.40
H 1.28 -5.19 -0.85
H 0.00 -3.66 1.45
H 1.41 -5.07 2.65
H 2.36 -3.00 2.12
H 1.80 -2.19 0.65
H 3.27 -4.72 0.47
H 3.22 -3.50 -0.61
H 0.41 -4.13 -5.58
H 0.52 -5.40 -3.77
C -0.20 -2.55 4.62
C 0.24 -1.44 5.55
N 1.21 -0.55 4.94
C 1.86 0.34 5.88
C 0.99 1.39 6.59
C 0.83 0.03 3.67
C -0.46 0.87 3.62
H 0.67 -3.10 4.24
H -0.84 -3.26 5.15
H -0.76 -2.18 3.76
H 0.71 -1.88 6.43
H -0.66 -0.91 5.91
H 2.68 0.84 5.36
H 2.33 -0.29 6.65
H 0.72 2.21 5.92
H 1.55 1.83 7.42
H 0.08 0.96 7.00
H 0.73 -0.77 2.94
H 1.67 0.64 3.32
H -1.28 0.37 4.14
H -0.77 1.01 2.58
H -0.33 1.86 4.06
C -2.06 3.43 -4.24
C -1.85 3.35 -2.74
N -0.73 4.15 -2.27
C -0.34 3.85 -0.90
C -1.34 4.15 0.22
C -0.77 5.56 -2.63
C -1.99 6.38 -2.19
H -1.14 3.18 -4.78
H -2.83 2.72 -4.54
H -2.38 4.42 -4.57
H -1.64 2.31 -2.48
H -2.79 3.60 -2.24
H 0.60 4.38 -0.70
H -0.09 2.78 -0.87
H -1.42 5.21 0.42
H -1.00 3.67 1.14
H -2.33 3.76 -0.01
H -0.69 5.63 -3.72
H 0.14 6.02 -2.24
H -2.92 5.85 -2.38
H -2.02 7.32 -2.75
H -1.96 6.63 -1.13

=====

70
Properties=species:S:1:pos:R:3 method="wB97M-V/def2-TZVPD" e_lumo_ev=0.33 total_energy_ha=-1929.48324 relative_energy_kcal_mol=100.9 orbital_gap_ev=9.180
C -2.60 3.87 -2.15
C -1.67 3.36 -3.38
C -0.24 2.86 -2.78
C -0.25 1.33 -2.30
P 0.67 0.29 -3.60
N 0.45 0.91 -5.06
O 0.13 -1.34 -3.60
O 2.36 0.24 -3.24
O -1.61 0.76 -2.35
C -2.24 0.76 -1.04
O -3.30 0.23 -0.69
O -1.28 1.52 -0.26
C 0.02 1.01 -0.73
C 1.20 1.90 -0.11
C 0.72 3.20 0.70
O 0.34 2.96 2.08
C 1.42 3.11 2.98
O 2.60 2.77 2.78
C 0.34 -0.55 -0.52
C 0.54 -1.01 1.00
C -0.61 -0.54 2.02
C 0.48 -2.65 0.97
H -2.00 4.01 -1.17
H -3.42 3.08 -1.93
H -3.12 4.85 -2.37
H -1.43 4.26 -4.06
H -2.18 2.58 -4.03
H 0.60 3.03 -3.55
H -0.01 3.58 -1.91
H 1.37 1.18 -5.45
H 0.91 -1.93 -3.43
H 2.74 -0.23 -4.03
H 1.94 1.28 0.52
H 1.82 2.29 -1.00
H 1.62 3.92 0.73
H -0.13 3.79 0.22
H 1.16 3.55 4.02
H -0.40 -1.25 -1.07
H 1.35 -0.74 -1.05
H 1.61 -0.71 1.31
H -0.54 0.59 2.20
H -1.62 -0.74 1.52
H -0.47 -1.07 3.03
H 1.37 -3.12 0.43
H 0.35 -2.98 2.06
H -0.47 -2.95 0.37
C -3.00 -5.57 -3.10
N -2.27 -4.85 -2.08
C -2.10 -3.51 -1.95
C -2.74 -2.61 -2.98
O -1.45 -3.06 -1.01
H -3.78 -6.16 -2.62
H -2.30 -6.25 -3.60
H -3.44 -4.90 -3.83
H -1.81 -5.38 -1.35
H -2.52 -1.57 -2.75
H -2.33 -2.83 -3.97
H -3.82 -2.75 -2.98
C 2.20 0.29 7.23
N 1.77 -0.35 6.00
C 2.50 -0.63 4.89
C 3.95 -0.24 4.88
O 1.97 -1.18 3.94
H 2.02 -0.39 8.06
H 1.60 1.19 7.37
H 3.25 0.56 7.20
H 0.80 -0.64 5.93
H 4.40 -0.53 3.93
H 4.05 0.84 5.00
H 4.48 -0.76 5.69

=====

11
Properties=species:S:1:pos:R:3 method="wB97M-V/def2-TZVPD" e_lumo_ev=1.09 total_energy_ha=-231.14294 relative_energy_kcal_mol=50.7 orbital_gap_ev=10.964
O 0.14 -0.18 -1.87
C -0.57 0.55 -0.89
C -0.26 0.19 0.56
C 0.48 -1.07 0.90
C 1.14 0.04 1.08
H 0.52 -0.96 -1.43
H -1.65 0.39 -1.05
H -0.36 1.61 -1.07
H -1.03 0.56 1.23
H 0.41 -2.13 0.96
H 2.03 0.55 1.35

=====

17
Properties=species:S:1:pos:R:3 method="wB97M-V/def2-TZVPD" e_lumo_ev=1.05 total_energy_ha=-611.90347 relative_energy_kcal_mol=24.3 orbital_gap_ev=9.196
C 1.87 -0.39 -1.64
C 1.66 -1.62 -2.13
N 1.32 -2.77 -1.41
H 1.83 -0.22 -0.57
H 2.09 0.34 -2.39
H 1.73 -1.77 -3.20
H 1.52 -2.81 -0.43
H 1.55 -3.61 -1.94
C -1.33 1.35 2.93
S -0.36 1.44 1.40
C -1.63 1.56 0.12
H -2.26 0.82 2.75
H -0.75 0.73 3.62
H -1.51 2.31 3.40
H -2.61 1.70 0.56
H -1.67 0.61 -0.43
H -1.44 2.33 -0.62

=====

10
Properties=species:S:1:pos:R:3 method="wB97M-V/def2-TZVPD" e_lumo_ev=-0.21 total_energy_ha=-1344.47903 relative_energy_kcal_mol=44.8 orbital_gap_ev=8.341
S 0.13 1.74 0.01
C -0.02 0.05 -0.05
N -1.20 -0.56 0.14
S -2.73 0.19 -0.28
N 1.08 -0.77 -0.19
S 2.71 0.14 -0.24
H -1.09 -1.60 0.63
H -1.99 1.30 -0.39
H 1.06 -1.85 0.27
H 2.05 1.36 0.09

=====

103
Properties=species:S:1:pos:R:3 method="wB97M-V/def2-TZVPD" e_lumo_ev="1.29 / 1.26" total_charge=-1 total_energy_ha=-4289.89086 relative_energy_kcal_mol=58.9 orbital_gap_ev="2.330 / 2.881"
Rb 0.52 1.55 -4.76
C -0.71 -0.44 -0.81
Si -0.58 -0.08 1.03
C -2.24 -0.14 2.03
C -3.30 0.73 2.34
C -4.39 0.09 2.97
C -4.39 -1.30 3.24
C -3.33 -2.11 2.95
C -2.18 -1.46 2.45
P -0.44 -2.03 2.33
C -0.03 -3.47 1.34
C -1.08 -4.33 0.80
C -0.60 -5.54 0.22
C 0.73 -5.87 0.15
C 1.70 -5.03 0.59
C 1.35 -3.81 1.20
C 0.06 -2.21 4.07
C 1.06 -3.14 4.32
C 1.94 -2.94 5.40
C 1.58 -2.17 6.48
C 0.39 -1.34 6.37
C -0.37 -1.33 5.15
C 0.75 1.12 1.59
C 0.32 2.22 2.24
C 1.13 3.37 2.56
C 2.55 3.30 2.37
C 3.00 2.13 1.67
C 2.18 1.13 1.30
P 2.92 -0.43 0.72
C 4.40 -0.69 1.71
C 4.34 -0.27 3.04
C 5.40 -0.43 3.90
C 6.53 -1.13 3.45
C 6.54 -1.72 2.15
C 5.48 -1.41 1.25
C 3.55 -0.13 -0.95
C 3.67 -1.40 -1.71
C 3.69 -1.39 -3.09
C 3.87 -0.16 -3.82
C 3.79 1.05 -3.10
C 3.73 1.02 -1.64
H -0.15 0.34 -1.31
H -1.82 -0.45 -1.21
H -0.27 -1.40 -1.15
H -3.37 1.80 2.13
H -5.26 0.78 3.21
H -5.32 -1.65 3.72
H -3.39 -3.19 3.11
H -2.21 -4.04 0.74
H -1.33 -6.33 -0.05
H 0.90 -6.89 -0.25
H 2.71 -5.19 0.36
H 2.14 -3.18 1.61
H 1.38 -3.95 3.64
H 2.90 -3.45 5.37
H 2.20 -2.04 7.39
H 0.09 -0.73 7.21
H -1.29 -0.76 5.00
H -0.76 2.28 2.53
H 0.55 4.28 2.89
H 3.18 4.12 2.63
H 4.05 2.03 1.43
H 3.39 0.26 3.40
H 5.33 0.04 4.91
H 7.38 -1.29 4.14
H 7.35 -2.38 1.82
H 5.48 -1.68 0.19
H 3.51 -2.39 -1.22
H 3.55 -2.31 -3.63
H 4.16 -0.26 -4.85
H 3.84 1.99 -3.65
H 3.62 2.04 -1.17
S -0.96 4.51 -6.59
C -1.35 4.95 -5.04
N -1.35 4.23 -3.85
C -1.72 5.07 -2.75
C -1.57 4.70 -1.38
C -1.93 5.62 -0.40
C -2.36 6.90 -0.76
C -2.50 7.25 -2.13
C -2.11 6.37 -3.12
S -1.75 6.67 -4.74
H -1.09 3.73 -1.32
H -1.70 5.42 0.66
H -2.53 7.64 -0.02
H -2.76 8.31 -2.30
C -2.34 -2.11 -5.66
S -2.37 -1.39 -3.97
O -1.25 -0.35 -4.19
C -3.79 -0.46 -4.10
C -3.95 0.66 -4.97
C -5.20 1.26 -5.09
C -6.30 0.79 -4.41
C -6.13 -0.30 -3.58
C -4.91 -0.90 -3.42
H -2.34 -1.33 -6.40
H -3.19 -2.82 -5.86
H -1.32 -2.55 -5.57
H -3.03 1.03 -5.54
H -5.24 2.24 -5.53
H -7.33 1.12 -4.56
H -6.99 -0.64 -3.00
H -4.74 -1.84 -2.82